Entry 1:
# C44H46N5O11PTi

C44H46N5O11PTi as an isolated structure (ωB97M-V/def2-TZVPD, the OMol25 dataset).

Values from the calculation:
* total energy: -108753.3302 eV
* multiplicity: 3
* relative energy (zero: lowest compared OMol25 entry of this formula, charge and spin): 1.9695 eV
* lowest unoccupied orbital energy (alpha / beta): 0.1377 / 0.1376 Ha
* total charge: -2
* <S²>: 2.02
* frontier orbital gap (alpha / beta): 4.1 / 6.2 eV

XYZ file:
```
108
Properties=species:S:1:pos:R:3:forces:R:3:lowdin_charge:R:1
Ti -1.8530 0.6180 -1.9869 -0.690 -0.899 0.348 1.069
O -1.4173 4.4927 -0.4232 0.926 -0.587 -0.148 -0.077
C -1.2358 3.4198 -1.0754 -0.501 0.437 -0.543 -0.508
N -2.2042 2.4915 -1.2394 -0.040 1.008 0.551 -0.116
C -3.4684 2.8377 -0.6001 1.581 -0.366 -0.436 -0.164
C -4.5619 2.2567 -1.4296 0.634 1.010 1.850 -0.272
C -5.8190 2.7986 -1.1635 0.751 0.774 0.248 -0.037
C -6.8741 2.2481 -1.8105 -0.702 -1.190 -0.019 -0.086
C -6.6468 1.0984 -2.5661 1.573 0.568 -0.145 -0.054
C -5.3336 0.7043 -2.7865 0.310 -0.065 -0.333 -0.102
N -4.2548 1.2837 -2.2655 -0.674 0.696 0.741 0.096
C -0.0279 3.0795 -1.8772 -1.483 -0.945 0.120 -0.184
C 1.0150 3.9350 -2.1922 0.666 -1.381 -1.345 -0.087
C 1.9069 3.4756 -3.1674 0.507 0.091 0.174 -0.135
C 1.9018 2.1147 -3.6642 -0.183 2.204 0.813 -0.115
C 0.9177 1.3225 -3.2055 -1.520 -0.578 0.700 -0.158
N -0.1812 1.7687 -2.4881 1.646 1.628 0.566 -0.033
H -3.4937 2.5133 0.4707 -0.283 -0.158 -0.626 0.129
H -3.5225 3.9148 -0.5848 -0.281 0.506 0.136 0.102
H -5.8428 3.6638 -0.4567 -0.294 -0.896 -0.764 0.130
H -7.8800 2.5684 -1.6569 -0.580 0.381 0.065 0.089
H -7.4024 0.5512 -3.0495 -1.005 -0.459 -0.440 0.079
H -5.0102 -0.0798 -3.4217 -0.497 -1.008 -0.690 0.109
H 1.2473 4.9039 -1.7788 -0.696 0.086 0.364 0.098
H 2.7562 4.1101 -3.3962 0.003 0.021 -0.226 0.069
H 2.6780 1.8568 -4.3467 0.381 -0.715 -0.162 0.076
H 0.9086 0.2521 -3.2856 0.075 -0.381 -0.679 0.094
O -0.8822 -4.3627 -5.6013 0.092 0.991 0.526 0.078
C -0.9352 -3.3019 -4.9905 0.520 -1.516 -0.415 -0.271
C -1.7358 -2.1133 -5.4348 -0.435 0.323 0.607 -0.263
O -2.4229 -2.1366 -6.4530 0.574 0.845 0.989 0.055
C -1.5888 -1.1914 -4.2363 -2.634 1.330 -0.986 -0.232
C -0.8456 -1.7484 -3.2348 1.884 -0.408 2.251 -0.314
O -0.7235 -1.1258 -2.0957 0.391 -0.915 -0.944 -0.144
C -0.3462 -3.0707 -3.5978 -0.551 -0.712 -0.361 -0.282
O 0.2139 -3.9504 -2.9584 0.110 0.703 -0.014 0.063
O -2.2608 -0.1240 -3.8504 0.229 -0.585 -1.602 -0.144
C 6.2761 0.6127 -0.8992 0.980 -0.216 1.018 -0.131
C 5.7735 -0.7532 -0.3772 -0.565 -0.299 0.035 -0.666
C 6.6070 -1.2013 0.8667 0.200 0.133 -0.559 -0.091
C 6.0668 -1.8131 -1.4553 -1.660 0.227 0.517 -0.134
P 3.8664 -0.4627 -0.4442 0.273 0.332 0.326 1.150
C 3.5275 0.9916 0.6428 0.569 0.895 1.537 -0.354
C 3.8987 1.1777 2.0161 0.051 -0.567 -0.342 -0.098
C 3.6623 2.3429 2.7315 0.073 -0.191 -0.325 -0.096
C 3.0661 3.4257 2.0602 0.102 0.054 1.330 -0.134
C 2.6630 3.2981 0.7715 0.485 -0.519 -1.026 -0.089
C 2.9051 2.0928 0.0746 -0.659 0.328 -1.821 -0.076
C 2.9420 -1.8460 0.3733 -0.572 0.687 0.379 -0.716
C 3.4885 -2.4124 1.6884 0.610 0.856 0.047 -0.095
C 2.8171 -2.8673 -0.7799 0.063 -0.315 0.475 -0.107
C 1.5358 -1.2985 0.7148 -0.725 -0.539 0.539 -0.112
H 7.2852 0.4850 -1.3161 -0.174 -0.045 -0.317 0.074
H 6.4644 1.2421 -0.0158 -0.463 0.222 -0.329 0.076
H 5.6175 1.1131 -1.6162 0.107 -0.163 0.151 0.070
H 7.7122 -1.2619 0.5898 -1.287 0.044 0.226 0.095
H 6.2844 -2.1821 1.2447 0.167 0.250 -0.260 0.058
H 6.5202 -0.5011 1.6874 -0.022 0.283 0.224 0.052
H 7.0795 -1.6927 -1.5995 2.563 -0.241 -0.615 0.035
H 5.5815 -1.5676 -2.3815 -0.416 0.038 -0.501 0.074
H 5.8439 -2.8514 -1.1980 -0.013 0.225 0.197 0.073
H 4.4054 0.3767 2.5505 -0.073 0.017 -0.150 0.075
H 3.9817 2.3629 3.7827 -0.223 0.279 -0.500 0.097
H 2.8670 4.3878 2.5266 0.232 -0.192 0.322 0.099
H 2.2822 4.1941 0.2914 -0.286 -0.447 -0.283 0.100
H 2.6132 2.0395 -1.0131 0.236 0.074 1.231 0.095
H 4.3124 -3.0638 1.5006 0.688 -0.705 -0.091 0.048
H 2.7381 -2.9585 2.2429 -0.388 -0.274 0.003 0.071
H 3.8765 -1.6268 2.3787 -0.416 -0.373 -0.569 0.068
H 3.8222 -3.1524 -1.1585 -0.701 0.008 0.201 0.052
H 2.2071 -2.4819 -1.6284 0.327 -0.309 0.746 0.084
H 2.3325 -3.7438 -0.3242 0.014 -0.064 -0.574 0.087
H 1.5189 -0.6117 1.6133 0.276 -1.043 -0.575 0.071
H 0.8302 -2.2168 0.8731 0.998 1.806 -0.303 0.129
H 1.1653 -0.6407 -0.0671 -0.381 -0.405 -0.394 0.042
O -4.9935 -0.3420 0.1494 -1.238 0.880 0.557 0.026
C -4.0679 -1.1081 -0.0505 0.152 -0.997 0.477 -0.633
O -3.1445 -1.0106 -0.8869 0.887 0.448 -0.793 -0.088
C -3.9739 -2.3751 0.8529 0.973 -0.039 -0.718 -0.100
C -2.8897 -3.2083 0.6100 0.324 -0.881 0.430 0.002
C -2.5260 -4.2977 1.4424 -2.284 2.165 0.261 0.029
C -3.3206 -4.4947 2.5416 -0.280 0.563 0.108 -0.189
O -3.1424 -5.3217 3.6769 0.705 0.621 -1.695 0.014
C -4.4145 -5.3681 4.1667 -1.661 0.082 1.533 -0.227
O -5.1258 -4.1368 3.8861 1.019 -0.306 -0.358 -0.001
C -4.4570 -3.7058 2.7386 -0.299 -0.198 -0.014 -0.198
C -4.8121 -2.6457 1.9265 1.596 -1.132 0.102 0.060
H -2.2639 -2.9900 -0.2363 0.146 0.167 -0.207 0.110
H -1.6677 -4.8121 1.2581 2.215 -1.510 -0.461 0.081
H -4.3401 -5.4293 5.2487 -0.266 -0.362 0.148 0.129
H -4.9928 -6.1929 3.7189 0.061 0.035 0.034 0.136
H -5.5720 -1.9860 2.1609 -1.664 1.090 0.401 0.098
N -0.9131 0.7140 0.1563 -0.391 -0.200 0.144 0.233
C -0.6327 1.1701 1.1768 -0.046 -1.080 -1.571 -0.229
N -0.1888 1.6407 2.3004 1.081 1.237 0.652 -0.056
C -0.3207 0.8206 3.4874 -0.513 1.637 1.089 -0.121
C -1.6942 1.1235 4.0465 -1.227 -1.859 0.049 -0.224
O -1.7976 2.4936 4.3039 -0.096 0.913 0.123 -0.151
C -1.6146 3.3950 3.1702 -0.851 -0.017 1.067 -0.133
C -0.3081 3.1004 2.4752 0.127 -0.114 1.174 -0.110
H 0.3627 1.1924 4.2776 0.189 -0.284 -0.687 0.138
H -0.1405 -0.1950 3.2531 0.139 -1.061 -0.202 0.111
H -1.8549 0.5727 5.0089 0.204 0.656 -0.520 0.129
H -2.5118 0.6950 3.3692 0.870 0.881 0.418 0.150
H -1.6873 4.4370 3.6284 0.195 -1.353 -0.801 0.146
H -2.4567 3.2210 2.4826 0.186 0.249 0.025 0.117
H 0.5360 3.4456 3.0889 -0.136 -0.204 -0.160 0.116
H -0.2852 3.5878 1.5240 0.090 0.279 -0.745 0.100
```
Positions in Å, forces in eV/Å.

Entry 2:
# C44H47F3IN2O8P2S3SbTl

C44H47F3IN2O8P2S3SbTl as an isolated structure (ωB97M-V/def2-TZVPD, the OMol25 dataset).

Values from the calculation:
* total energy: -144325.8224 eV
* relative energy (zero: lowest compared OMol25 entry of this formula, charge and spin): 1.2587 eV
* lowest unoccupied orbital energy: 0.0778 Ha
* total charge: -1
* frontier orbital gap: 6.4 eV

XYZ file:
```
112
Properties=species:S:1:pos:R:3:forces:R:3:lowdin_charge:R:1
Tl 0.2199 -0.6360 0.0068 -0.008 0.251 -0.084 0.555
C 0.2038 2.9945 2.8481 0.032 -0.199 -0.108 -0.366
C 1.1759 3.6247 1.8738 0.117 -0.245 -0.605 -0.450
S 1.1529 2.7275 0.2700 0.329 0.026 0.222 0.833
C 2.9132 2.2993 0.0042 -0.449 0.301 0.135 -0.504
C 3.6354 1.6659 1.1728 -0.015 -0.563 0.159 -0.508
S 2.9435 0.0365 1.6533 0.433 0.241 0.224 0.767
C 2.8847 0.2151 3.4902 0.164 -0.216 -0.666 -0.547
C 1.7391 1.0303 4.0585 -0.545 0.049 -0.242 -0.387
S 0.2783 1.1280 2.7849 0.713 1.151 1.330 0.765
H 0.3850 3.3142 3.8729 0.020 -0.023 0.026 0.093
H -0.8140 3.2490 2.5662 0.044 -0.026 0.102 0.086
H 0.8961 4.6598 1.6690 0.031 -0.001 0.161 0.073
H 2.1976 3.6069 2.2450 0.017 0.068 0.065 0.062
H 2.8565 1.5914 -0.8243 0.107 0.052 -0.136 0.044
H 3.4323 3.2103 -0.3086 0.074 -0.168 -0.075 0.077
H 4.6711 1.4911 0.8803 0.078 0.148 0.019 0.074
H 3.6349 2.3001 2.0581 0.080 0.051 -0.020 0.056
H 2.8117 -0.8210 3.8125 0.056 0.036 0.052 0.015
H 3.8571 0.6131 3.7856 -0.012 -0.048 0.071 0.070
H 1.3566 0.5452 4.9508 0.032 0.034 0.170 0.053
H 2.0547 2.0427 4.3017 0.036 0.063 0.062 0.067
C -2.6443 -3.0814 -3.7363 0.087 0.115 0.049 0.020
C -1.9336 -2.8239 -2.4214 -0.331 -0.188 -0.587 -0.509
O -1.2310 -1.8322 -2.2434 0.167 -0.046 0.113 -0.100
N -2.1425 -3.7759 -1.5126 -0.092 -0.416 0.236 0.094
C -1.6728 -3.7580 -0.1463 0.221 0.277 0.049 -0.125
C -2.6947 -3.1769 0.7914 -0.150 -0.239 0.253 -0.294
C -2.7961 -3.6226 2.1063 -0.118 0.095 -0.172 -0.096
C -3.7177 -3.0221 2.9436 0.021 -0.040 -0.129 -0.068
C -4.5125 -2.0063 2.4379 0.024 -0.128 0.059 -0.064
C -4.3546 -1.6554 1.1081 -0.237 0.152 0.173 -0.141
N -3.4755 -2.2234 0.2991 0.151 -0.003 -0.296 0.140
H -2.4206 -2.3040 -4.4606 0.054 0.092 0.064 0.085
H -3.7160 -3.0973 -3.5582 -0.182 0.039 -0.021 0.082
H -2.3528 -4.0461 -4.1439 0.062 -0.116 -0.037 0.083
H -2.8526 -4.4614 -1.7209 0.088 0.112 -0.145 0.150
H -0.7501 -3.1657 -0.1187 -0.126 -0.335 0.046 0.042
H -1.4192 -4.7763 0.1542 0.094 0.077 -0.023 0.134
H -2.1519 -4.4082 2.4637 0.147 -0.069 0.038 0.096
H -3.8041 -3.3421 3.9728 -0.009 0.038 0.053 0.107
H -5.2323 -1.5035 3.0647 -0.073 0.092 -0.011 0.098
H -4.9561 -0.8733 0.6645 -0.095 0.069 0.060 0.091
I 0.1982 -1.9542 2.8475 0.024 -0.953 0.423 0.329
C -1.0884 0.8948 3.9674 -0.185 -0.087 -0.166 -0.388
C -1.3150 0.6725 5.2917 0.425 0.109 -0.071 -0.066
C -2.6672 0.6079 5.6990 -0.210 -0.067 0.129 -0.081
C -3.7265 0.7933 4.8460 -0.132 -0.039 0.072 -0.038
C -3.5002 1.0562 3.4776 0.508 0.002 -0.105 -0.183
C -4.4155 1.3600 2.4488 -0.245 0.061 -0.028 -0.067
C -3.9522 1.6237 1.1817 -0.299 0.133 -0.052 -0.096
C -2.5819 1.5890 0.8390 0.179 -0.062 0.160 -0.107
C -1.6465 1.2890 1.7985 -0.930 0.128 -0.579 -0.264
C -2.1574 1.0528 3.0833 -0.056 0.045 -0.172 -0.275
H -0.5364 0.5328 6.0259 0.114 -0.016 0.008 0.099
H -2.8667 0.4055 6.7420 -0.037 -0.011 0.096 0.095
H -4.7406 0.7413 5.2218 -0.067 0.028 0.097 0.104
H -5.4750 1.3897 2.6667 -0.132 0.026 -0.034 0.105
H -4.6650 1.8753 0.4028 -0.105 -0.012 -0.010 0.099
H -2.2924 1.8286 -0.1783 -0.023 -0.019 -0.086 0.052
C 1.4243 -3.6267 -4.2470 0.084 -0.106 -0.069 -0.062
C 2.3511 -2.9587 -3.2519 -0.388 0.511 0.693 -0.576
O 3.7081 -3.0907 -3.6277 0.477 -0.189 -0.282 -0.089
P 2.0364 -1.1319 -3.2067 -0.023 0.897 -0.719 0.482
O 0.6079 -0.8697 -3.8835 0.529 -0.380 0.043 -0.230
O 2.9973 -0.6130 -4.3727 -0.247 -0.060 -0.161 -0.108
O 2.2374 -0.3523 -1.9711 0.077 -0.255 0.257 -0.361
P 2.2283 -3.5905 -1.5155 -0.528 -0.698 0.097 0.340
O 1.5941 -5.0956 -1.7935 0.169 0.659 -0.211 -0.162
O 3.6313 -3.7389 -1.0522 0.380 0.067 -0.105 -0.295
O 1.2114 -2.8309 -0.7335 -0.010 0.006 -0.115 -0.459
H 1.5179 -3.1618 -5.2303 -0.068 0.009 0.012 0.088
H 0.3973 -3.5414 -3.8995 -0.106 -0.020 -0.083 0.066
H 1.6767 -4.6824 -4.3202 0.039 -0.031 0.025 0.085
H 4.1430 -3.3897 -2.7964 0.177 0.077 -0.019 0.073
H -0.0865 -1.1930 -3.2645 -0.470 -0.107 0.038 -0.008
H 3.6908 -1.2751 -4.4868 0.323 -0.213 -0.048 0.063
H 1.6773 -5.5275 -0.9431 -0.032 -0.485 0.304 0.055
F -6.7985 -0.3957 -3.7987 0.232 0.101 0.041 0.036
C -5.5317 0.0641 -3.6102 0.041 -0.018 0.039 -0.275
C -4.9829 0.9178 -4.5476 -0.268 -0.094 -0.047 -0.016
C -3.6856 1.3655 -4.3616 0.053 0.027 0.020 -0.115
C -2.9488 0.9686 -3.2547 0.776 0.131 0.054 -0.356
C -3.5329 0.1225 -2.3217 0.039 0.001 0.085 -0.139
C -4.8281 -0.3388 -2.4915 -0.285 -0.018 -0.070 -0.011
Sb -0.8789 1.6054 -2.9270 -0.851 0.988 -0.321 1.574
C -0.6572 2.3301 -4.9829 0.120 -0.250 0.640 -0.361
C -0.3678 3.6547 -5.2759 -0.042 0.000 0.060 -0.109
C -0.1309 4.0638 -6.5785 0.042 0.020 -0.285 -0.016
C -0.1895 3.1243 -7.5888 -0.022 -0.004 0.056 -0.280
F 0.0382 3.5164 -8.8707 -0.038 -0.075 0.216 0.035
C -0.4751 1.7968 -7.3313 0.006 0.113 -0.253 -0.013
C -0.7008 1.4104 -6.0216 0.041 -0.039 0.060 -0.133
C -1.4842 3.5901 -2.2270 0.282 -0.727 -0.104 -0.390
C -2.7928 3.9252 -1.9222 -0.047 -0.004 -0.071 -0.116
C -3.1060 5.1582 -1.3762 -0.001 0.256 0.134 -0.009
C -2.0792 6.0473 -1.1307 -0.087 0.002 0.015 -0.279
F -2.3726 7.2584 -0.5881 0.046 -0.145 -0.065 0.036
C -0.7628 5.7419 -1.4092 -0.034 0.294 0.118 -0.020
C -0.4750 4.5039 -1.9529 -0.069 0.000 -0.114 -0.202
H -5.5637 1.2194 -5.4058 -0.084 0.013 -0.085 0.113
H -3.2448 2.0319 -5.0900 -0.022 0.035 -0.079 0.096
H -2.9781 -0.2009 -1.4521 -0.012 -0.095 0.092 0.071
H -5.2807 -1.0035 -1.7720 -0.051 -0.108 0.080 0.107
H -0.3357 4.3887 -4.4830 0.008 0.070 -0.010 0.081
H 0.0983 5.0928 -6.8124 0.008 0.078 -0.046 0.113
H -0.5130 1.0879 -8.1445 0.012 -0.052 -0.084 0.114
H -0.9095 0.3741 -5.7977 0.022 -0.153 -0.088 0.094
H -3.5833 3.2124 -2.1049 -0.143 -0.050 -0.011 0.091
H -4.1208 5.4272 -1.1264 -0.097 0.042 0.023 0.114
H 0.0113 6.4585 -1.1814 0.084 0.092 0.003 0.115
H 0.5543 4.2417 -2.1529 0.089 0.058 0.022 0.079
```
Positions in Å, forces in eV/Å.

Question: Number 1 is which compound?
Answer: C44H46N5O11PTi

Question: What is the total energy in the first record?
Answer: -108753.3302 eV

Question: What is the total charge in the first record?
Answer: -2